C4H6O2S2 in the gas phase at a distorted geometry, computed with wB97M-V/def2-TZVPD.

Each line ends with the natural charge from an NBO analysis.
Cartesian coordinates (Å):
C  1.01  1.61  -0.11  -0.2644
C  0.02  -0.52  0.24  0.3064
C  -2.34  -0.51  0.34  0.0115
C  1.11  -1.34  -0.45  -0.3147
H  1.84  1.51  -0.90  0.1893
H  0.52  2.55  -0.18  0.2021
H  1.40  1.53  0.91  0.1842
H  0.20  -0.34  1.33  0.1633
H  -2.16  0.43  0.88  0.1893
H  0.76  -1.68  -1.51  0.2177
O  -0.03  0.72  -0.41  -0.5306
O  -1.22  -1.24  0.08  -0.5006
S  -3.73  -1.05  -0.24  0.0221
S  2.62  -1.67  0.00  0.1244

Properties
HOMO	-9.054	eV
ΔE to the lowest compared entry with this formula, charge and spin	302.9	kJ/mol
total energy	-1102.7826	a.u.
SMILES	CO[C@H](C=S)OC=S